Below is a cluster of 16 separate species, C71H159Cl15O33 in total in a non-equilibrium geometry, with properties calculated with ωB97M-V/def2-TZVPD.

Output
Net charge = 0
LUMO = 0.3 eV

```
278
C71H159Cl15O33 ωB97M-V/def2-TZVPD
C 20.26547 14.38740 16.10676
O 20.60489 13.41804 15.15880
C 22.07063 13.35142 14.98790
C 22.74554 12.15343 15.64662
O 23.00046 12.40826 17.03630
C 23.50234 11.24549 17.63271
C 23.70451 11.52337 19.10548
O 22.45103 11.34159 19.68553
C 22.43342 11.76008 21.05630
H 20.67616 14.15512 17.08365
H 19.21824 14.36758 16.26905
H 20.51162 15.39365 15.97288
H 22.54906 14.25489 15.39077
H 22.17666 13.29243 13.93743
H 23.69467 11.84499 15.16557
H 22.09302 11.27523 15.39297
H 24.47287 10.98178 17.21521
H 22.85008 10.35474 17.59573
H 24.08109 12.52445 19.32973
H 24.34485 10.75022 19.49976
H 22.73329 12.74606 21.24926
H 23.05618 11.13490 21.69010
H 21.39003 11.68040 21.45770
C 28.50055 13.00768 21.28661
O 29.01270 13.76780 20.17889
C 28.36440 14.95779 20.02455
C 29.08876 15.82803 18.99043
O 29.27256 15.07578 17.81657
C 29.33564 15.76570 16.58132
C 30.74603 16.13582 16.27531
O 31.49903 15.00470 16.50336
C 32.82159 15.19045 16.18876
H 28.92119 12.00167 21.19671
H 27.42694 12.82650 21.19426
H 28.77063 13.41021 22.27672
H 28.28425 15.59896 20.91767
H 27.34003 14.80956 19.59688
H 30.07311 16.17263 19.30940
H 28.46874 16.69834 18.80808
H 28.59948 16.60121 16.55353
H 28.92628 15.05898 15.91465
H 30.98468 16.96469 17.02519
H 30.94817 16.59533 15.27368
H 32.99810 15.35952 15.10517
H 33.32109 14.24529 16.42371
H 33.29212 16.06316 16.63812
C 20.28595 18.84027 15.84581
O 21.30358 18.29201 16.65816
C 21.93447 19.15979 17.55040
C 22.96803 18.36279 18.33316
O 24.04978 17.93437 17.54316
C 23.87952 16.76928 16.76778
C 25.31407 16.42351 16.38199
O 25.43495 15.70818 15.16280
C 25.37850 14.32655 15.43294
H 19.48363 19.11323 16.55206
H 19.95108 18.13234 15.09579
H 20.59213 19.80434 15.43066
H 21.22807 19.65454 18.21323
H 22.42886 19.97124 16.99081
H 22.48012 17.49434 18.73654
H 23.31273 19.13504 19.10824
H 23.29647 16.94273 15.87221
H 23.44689 16.04256 17.46031
H 25.72476 15.97515 17.21080
H 25.84034 17.33991 16.20316
H 24.76831 13.78956 14.73947
H 24.84040 14.17881 16.42843
H 26.43904 13.90212 15.49039
C 20.85048 15.76754 13.23712
O 20.91552 16.46000 11.97538
C 20.05157 17.58986 12.02874
C 20.13272 18.42071 10.71320
O 21.17044 19.40918 10.73413
C 22.46973 18.78694 10.85892
C 23.56890 19.86029 10.56219
O 23.48498 20.90396 11.54588
C 24.37246 21.97826 11.31600
H 21.68586 15.02661 13.21149
H 19.91593 15.21423 13.28776
H 20.86787 16.46551 14.09911
H 20.42028 18.24727 12.82466
H 19.03119 17.20948 12.14454
H 19.22353 19.03022 10.61094
H 20.20189 17.77007 9.86057
H 22.58979 17.90720 10.13797
H 22.65756 18.42811 11.86396
H 23.52288 20.34577 9.58801
H 24.55665 19.46193 10.64483
H 25.46503 21.67537 11.40466
H 24.18219 22.73775 12.03788
H 24.29152 22.49285 10.31644
C 28.61023 22.20240 11.59462
O 28.35760 20.81114 11.24130
C 29.42868 20.21330 10.60823
C 29.03010 18.87190 10.07316
O 28.75178 17.98849 11.14880
C 27.91996 16.91604 10.80161
C 27.87278 15.87020 11.93182
O 29.04538 15.05026 11.72532
C 29.42897 14.21050 12.76374
H 29.41306 22.14718 12.37504
H 27.71391 22.59538 12.04580
H 28.91192 22.79766 10.71620
H 30.26460 20.09708 11.34163
H 29.78322 20.87823 9.82028
H 29.89404 18.51858 9.47177
H 28.13378 18.96678 9.46499
H 28.28677 16.31804 9.98237
H 26.86570 17.17155 10.52897
H 26.98550 15.25818 11.81855
H 27.79533 16.23985 12.93426
H 28.60337 13.51142 13.14167
H 29.70509 14.77466 13.66051
H 30.30277 13.56985 12.37705
C 27.02503 11.34206 14.65203
O 25.85733 10.84882 14.10574
C 25.64620 11.38057 12.86914
C 24.63812 10.72048 12.02334
O 23.33340 11.10989 12.46039
C 22.25986 10.54861 11.70047
C 21.14076 11.54216 11.63125
O 21.34574 12.50738 10.56036
C 20.20563 13.28628 10.25540
H 26.88273 11.16217 15.72002
H 27.18532 12.36661 14.39165
H 27.88375 10.74882 14.37271
H 26.63440 11.39526 12.42079
H 25.20488 12.38785 12.96316
H 24.65980 9.64514 12.16626
H 24.77297 11.12547 10.96907
H 21.96237 9.62395 12.13407
H 22.51775 10.24167 10.70639
H 20.99314 12.12062 12.60823
H 20.18455 11.05403 11.42155
H 19.79304 13.83929 11.11647
H 19.36077 12.75199 9.79896
H 20.46938 13.91299 9.41494
C 24.59962 18.89014 13.83152
O 25.74941 19.12912 14.71816
C 26.99001 18.78551 14.18819
C 28.08692 19.62147 14.91188
O 28.32237 19.32001 16.25431
C 27.49589 20.08829 17.15827
C 28.31415 20.12315 18.47242
O 29.47964 20.87587 18.24704
C 30.31706 20.76895 19.31141
H 24.60002 17.80550 13.53706
H 24.69679 19.49574 12.93383
H 23.74174 19.11672 14.42663
H 26.96854 19.09972 13.12919
H 27.15368 17.72939 14.32647
H 27.89707 20.70199 14.69426
H 29.02153 19.36166 14.45690
H 26.45928 19.59286 17.22406
H 27.35234 21.06581 16.80060
H 28.59125 19.12829 18.81945
H 27.64798 20.58104 19.21417
H 31.27219 21.25059 19.03808
H 30.56090 19.72026 19.48694
H 29.88096 21.15047 20.22771
C 23.42988 19.41333 24.56070
O 23.15717 19.73269 23.17656
C 21.76984 19.79148 22.91772
C 21.51307 19.53650 21.40281
O 21.93940 20.54949 20.50516
C 21.22631 21.72552 20.52197
C 21.93025 22.76333 19.66305
O 21.03275 23.82426 19.40539
C 21.70306 24.95880 18.83470
H 24.52629 19.12565 24.72122
H 22.75575 18.62330 24.96843
H 23.25597 20.34313 25.19013
H 21.42798 20.73034 23.25246
H 21.21138 18.97139 23.36334
H 20.41335 19.38038 21.19490
H 22.14254 18.68592 21.14101
H 21.12434 22.21847 21.53722
H 20.18346 21.46021 20.18611
H 22.35656 22.33849 18.76051
H 22.81187 23.16874 20.22505
H 20.97133 25.76699 18.79352
H 22.09367 24.63427 17.80503
H 22.53643 25.21570 19.50361
C 23.31616 15.34180 20.30928
O 23.68198 14.84977 21.60300
C 25.04772 15.10657 21.96233
C 25.52055 16.57754 22.11132
O 25.94952 17.12037 20.86441
C 26.12980 18.52174 20.92285
C 27.21559 18.82826 21.92915
O 28.45416 18.31326 21.52074
C 29.41320 18.61478 22.52161
H 23.08919 16.42681 20.19779
H 22.46254 14.78454 19.95893
H 24.12418 15.11016 19.60436
H 25.73329 14.58224 21.30840
H 25.17564 14.73792 23.02950
H 26.35704 16.59767 22.80156
H 24.70781 17.21243 22.55050
H 25.21912 19.03758 21.18172
H 26.37933 18.87686 19.94236
H 26.92150 18.34783 22.88373
H 27.27801 19.90763 22.00227
H 30.21904 17.89183 22.32420
H 28.91722 18.46655 23.49580
H 29.81711 19.62848 22.51994
C 19.46815 16.89586 19.54661
O 18.97286 18.10465 20.07953
C 18.30248 18.88023 19.11542
C 17.39487 19.90656 19.74968
O 16.30834 19.44888 20.54991
C 15.46181 18.49572 19.92034
C 14.10822 18.58181 20.45275
O 13.60326 19.87282 20.22846
C 12.27572 20.09859 20.65363
H 18.65342 16.24670 19.19368
H 19.96931 16.45685 20.42760
H 20.23503 16.95302 18.75344
H 17.65158 18.16518 18.55759
H 18.91406 19.49856 18.43575
H 16.99995 20.54768 18.90272
H 17.84363 20.60160 20.36139
H 15.82960 17.52315 20.30049
H 15.54773 18.68742 18.84641
H 14.18754 18.32231 21.50828
H 13.55068 17.80172 19.94920
H 11.45740 19.59066 20.19134
H 12.09065 21.11072 20.38968
H 12.25077 19.97088 21.78177
C 19.24628 22.06522 17.08009
O 18.33274 21.84802 16.05913
C 17.61212 23.04794 15.71482
C 18.29381 23.70970 14.55549
O 18.13656 23.13476 13.30260
C 18.99741 22.05373 13.02239
C 19.66230 22.21267 11.66212
O 20.43775 23.37499 11.71444
C 21.21722 23.57884 10.57845
H 19.90335 22.88912 16.86862
H 19.86177 21.14422 17.10628
H 18.86894 22.14515 18.09203
H 17.61345 23.66354 16.57682
H 16.59152 22.79933 15.37869
H 19.32908 23.90296 14.88448
H 17.84685 24.72169 14.38956
H 18.46267 21.08631 13.05023
H 19.83899 21.92355 13.79788
H 18.91538 22.19178 10.87262
H 20.19301 21.24261 11.65990
H 21.57905 22.61598 10.18205
H 22.11316 24.28367 10.85440
H 20.68667 24.19602 9.88499
C 25.04853 22.13395 22.34521
Cl 24.14888 23.55904 22.55825
Cl 26.23514 21.94498 23.67588
Cl 25.93348 21.95512 20.85774
H 24.36648 21.29150 22.33910
C 30.30164 12.30860 17.39035
Cl 31.91658 12.32883 18.12458
Cl 29.14821 11.13429 18.04669
Cl 30.41603 12.14243 15.62034
H 29.87024 13.26278 17.69577
C 15.13476 18.30277 15.23954
Cl 16.06266 19.56974 16.03301
Cl 13.39104 18.68740 15.26240
Cl 15.42987 16.80478 16.12791
H 15.41458 18.18589 14.18482
C 24.10732 14.08945 9.91912
Cl 24.24416 14.38059 11.58379
Cl 25.55576 13.47175 9.19121
Cl 23.62461 15.72312 9.11770
H 23.26466 13.43526 9.70507
C 24.83371 21.81323 15.57553
Cl 24.72423 22.20680 17.30966
Cl 25.97508 22.96042 14.79440
Cl 23.21903 21.72827 14.91377
H 25.32631 20.83936 15.49664
```

Löwdin atomic charge list, values in e, 6 entries:
1 C -0.13
2 O -0.16
3 C -0.17
4 C -0.18
5 O -0.12
6 C -0.20



Below is a cluster of 2 separate species, C4H10N2 in total in a non-equilibrium geometry, with properties calculated with ωB97M-V/def2-TZVPD.

Output
Net charge = 0
SMILES = C=NN=C.CC
LUMO = 0.5 eV
Energy relative to the best compared isomer or geometry (same formula, charge and spin) = 339.7 kJ/mol

```
16
C4H10N2 ωB97M-V/def2-TZVPD
C 0.44845 0.49412 -1.69626
N 1.21700 0.53497 -0.65197
N 2.19926 -0.31075 -0.45036
C 2.37575 -1.02917 0.57571
H 0.57467 -0.26426 -2.46530
H 0.04218 1.43991 -2.02250
H 3.26458 -1.63662 0.62557
H 1.65414 -1.10386 1.38454
C -1.07193 0.27672 1.22286
C -1.95880 0.18205 0.03181
H -0.93811 -0.68106 1.72091
H -1.41659 1.01350 1.94487
H -0.02292 0.54464 0.80629
H -2.39958 1.13287 -0.24785
H -2.73606 -0.57738 0.11769
H -1.23204 -0.01570 -0.89601
```

Löwdin atomic charge list, values in e, 6 entries:
1 C -0.07
2 N -0.10
3 N -0.06
4 C -0.02
5 H 0.08
6 H 0.08



Below is a structure of composition C20H23Cl2N6O3PdS in a non-equilibrium geometry, with properties calculated with ωB97M-V/def2-TZVPD.

Output
Net charge = -1
LUMO = 2.4 eV

```
56
C20H23Cl2N6O3PdS ωB97M-V/def2-TZVPD
Pd 1.22297 -1.12208 -0.58598
N 0.95760 -1.70107 1.82156
C -0.43439 -2.12879 1.96282
C -0.74779 -2.76321 3.31106
C -0.54342 -1.80397 4.47274
C -1.71596 -0.84564 4.65377
N -2.14402 -0.14089 3.44282
C -1.33871 0.67594 2.67801
N -1.59242 1.07924 1.48353
N -0.15398 1.06603 3.27690
C -0.82974 -3.07390 0.79007
O -1.75639 -3.86857 1.01039
O -0.19583 -2.91512 -0.28864
H 1.56971 -2.50781 1.73705
H 1.26795 -1.15481 2.61701
H -1.05073 -1.23793 1.81257
H -0.09442 -3.63302 3.43757
H -1.76559 -3.15901 3.29161
H 0.39123 -1.24983 4.35527
H -0.44326 -2.36213 5.41014
H -1.50684 -0.12958 5.45606
H -2.58699 -1.41530 4.98139
H -2.84056 -0.62435 2.89962
H -2.46276 0.67851 1.14417
H -0.89147 1.49635 0.01002
H -0.15170 1.15816 4.27869
H 0.28399 1.82555 2.77988
Cl -2.01811 3.47492 -1.04517
C -1.52850 2.35158 -2.27660
C -1.83606 2.65083 -3.61892
C -1.43038 1.81547 -4.60525
Cl -1.80197 2.22080 -6.26520
C -0.71715 0.62213 -4.31043
C -0.26900 -0.28607 -5.29427
C 0.37071 -1.42362 -4.90764
C 0.55837 -1.67367 -3.53482
N 0.18647 -0.84050 -2.59817
C -0.43853 0.31340 -2.95985
C -0.83326 1.22883 -1.92002
O -0.47142 0.93359 -0.67751
H -2.38647 3.55139 -3.85108
H -0.45141 -0.07273 -6.33830
H 0.72305 -2.14087 -5.63663
H 1.02189 -2.58912 -3.18579
S 3.69050 -1.20697 -0.37170
C 2.71164 0.21775 -0.64040
N 2.54004 1.12880 0.46014
C 2.31369 2.46093 0.33364
C 2.21697 3.06090 -0.87033
C 2.43826 2.24371 -2.04756
C 2.71032 0.93342 -1.93467
H 2.68220 0.71671 1.36713
H 2.21839 3.01318 1.26076
H 2.02312 4.12080 -0.94159
H 2.39580 2.70612 -3.02820
H 2.93429 0.32547 -2.80168
```

Löwdin atomic charge list, values in e, 6 entries:
1 Pd 0.56
2 N 0.03
3 C -0.33
4 C -0.16
5 C -0.20
6 C -0.20



no.,electronic energy (eV),E_HOMO (hartree)
1,-331587.62400,-0.3404
2,-7287.09870,-0.3356
3,-75559.14022,-0.1159